No. 1
Density functional theory data (ωB97M-V/def2-TZVPD) for C47H58IIrN4O4Se as an isolated structure in a non-equilibrium geometry.

The geometry in XYZ format:
```
116
Properties=species:S:1:pos:R:3:mulliken_spin:R:1
Ir 0.631 0.842 1.023 2.149
C -3.794 -0.280 -0.318 0.003
C -3.591 1.127 0.129 -0.004
N -4.475 2.025 -0.192 -0.001
C -4.360 3.272 0.257 0.016
C -3.361 3.681 1.112 -0.002
C -3.354 5.106 1.591 0.000
O -2.173 5.760 1.147 0.000
C -2.328 2.771 1.429 -0.048
C -1.237 3.231 2.232 -0.013
N -0.005 2.836 2.225 0.135
C 0.948 3.590 2.914 0.036
C 0.776 4.970 3.110 0.004
C 1.710 5.732 3.780 -0.001
C 2.882 5.158 4.246 0.002
C 3.115 3.817 4.001 -0.006
C 2.158 3.049 3.359 -0.012
I 2.590 0.980 3.091 0.094
C -2.422 1.440 0.919 0.103
O -1.595 0.514 1.181 0.183
H -4.767 -0.380 -0.792 0.000
H -3.707 -0.954 0.535 0.001
H -3.006 -0.559 -1.022 0.000
H -5.115 3.962 -0.085 0.000
H -3.411 5.126 2.691 -0.001
H -4.245 5.610 1.196 0.000
H -2.287 6.709 1.269 0.000
H -1.511 4.038 2.915 0.003
H -0.100 5.450 2.705 0.001
H 1.525 6.784 3.934 0.000
H 3.612 5.747 4.779 0.000
H 4.041 3.353 4.305 -0.002
C 2.470 -0.963 -6.260 0.027
C 2.456 -2.176 -5.313 0.034
C 1.236 -3.030 -5.665 0.008
C 3.723 -3.019 -5.508 0.026
C 2.406 -1.646 -3.894 0.021
C 1.322 -1.839 -3.042 0.023
C 1.321 -1.260 -1.791 0.071
Se -0.354 -1.214 -0.797 0.131
C -0.710 -2.529 0.567 0.052
C -1.607 -3.535 0.307 0.068
C -2.210 -4.236 1.358 0.029
C -1.907 -3.832 2.663 -0.013
C -1.040 -2.805 2.970 0.093
C -0.353 -2.132 1.893 0.237
O 0.506 -1.228 2.070 0.397
C -0.865 -2.266 4.377 0.042
C -1.665 -3.055 5.418 0.001
C 0.612 -2.270 4.791 0.020
C -1.386 -0.819 4.353 0.055
C -3.238 -5.302 1.037 0.072
C -4.383 -4.641 0.249 0.026
C -3.841 -5.954 2.283 0.006
C -2.592 -6.395 0.173 0.031
C 2.362 -0.405 -1.322 0.321
O 2.295 0.133 -0.173 0.448
C 3.457 -0.180 -2.222 0.025
C 3.444 -0.829 -3.437 -0.039
C 4.565 0.828 -1.958 0.045
C 5.937 0.137 -2.009 0.023
C 4.473 1.896 -3.064 0.021
C 4.462 1.541 -0.611 -0.012
H 2.404 -1.296 -7.292 0.001
H 1.618 -0.320 -6.050 -0.002
H 3.376 -0.375 -6.146 0.000
H 1.366 -3.447 -6.660 0.000
H 1.116 -3.853 -4.965 0.000
H 0.331 -2.426 -5.670 -0.001
H 3.804 -3.323 -6.548 0.002
H 4.622 -2.469 -5.245 -0.002
H 3.685 -3.913 -4.890 -0.001
H 0.467 -2.428 -3.341 -0.001
H -1.855 -3.755 -0.722 0.000
H -2.391 -4.339 3.478 -0.006
H -1.361 -4.098 5.445 0.001
H -1.479 -2.635 6.403 0.000
H -2.734 -2.993 5.225 0.001
H 0.998 -3.286 4.818 -0.003
H 1.205 -1.682 4.097 -0.001
H 0.712 -1.836 5.782 0.002
H -2.420 -0.798 4.013 0.001
H -1.334 -0.384 5.346 0.000
H -0.794 -0.212 3.674 -0.018
H -4.783 -3.795 0.802 -0.001
H -4.051 -4.295 -0.725 -0.002
H -5.182 -5.362 0.098 0.002
H -4.405 -5.234 2.869 0.001
H -4.528 -6.740 1.983 0.000
H -3.078 -6.404 2.912 0.000
H -2.132 -5.979 -0.720 -0.002
H -1.827 -6.926 0.737 -0.001
H -3.355 -7.105 -0.139 0.002
H 4.275 -0.660 -4.103 0.005
H 6.115 -0.346 -2.966 0.002
H 6.715 0.881 -1.855 0.001
H 6.015 -0.612 -1.224 -0.004
H 4.656 1.468 -4.045 0.000
H 3.481 2.346 -3.064 -0.004
H 5.211 2.674 -2.890 0.001
H 4.547 0.833 0.209 0.000
H 5.272 2.262 -0.527 -0.001
H 3.518 2.074 -0.522 -0.002
N -1.953 5.214 -2.968 0.000
C -1.268 4.292 -2.267 -0.004
C -1.507 2.919 -2.434 0.007
C -0.802 2.014 -1.685 0.016
N 0.129 2.344 -0.788 0.115
C 0.390 3.648 -0.652 -0.007
C -0.262 4.635 -1.351 -0.005
H -2.666 4.925 -3.612 0.000
H -1.790 6.196 -2.838 0.000
H -2.257 2.571 -3.123 0.000
H -0.995 0.959 -1.831 -0.021
H 1.164 3.915 0.053 -0.001
H -0.019 5.672 -1.187 0.001
```

⟨S²⟩: 8.825
ΔE to the lowest compared entry with this formula, charge and spin in kcal/mol: 33.7
HOMO energy (alpha / beta) in eV: -9.408 / -9.467
2S+1: 6
Total charge: +1



No. 2
Density functional theory data (ωB97M-V/def2-TZVPD) for C47H60BCsN5O5 as an isolated structure in a non-equilibrium geometry.

The geometry in XYZ format:
```
119
Properties=species:S:1:pos:R:3:lowdin_charge:R:1
Cs -0.718 1.284 -1.175 1.175
C -3.994 0.105 1.725 -0.032
C -3.300 1.438 1.725 -0.271
C -3.906 2.571 1.194 -0.023
C -3.228 3.781 1.116 -0.276
C -3.894 4.998 0.534 -0.052
C -1.919 3.844 1.579 -0.029
C -1.283 2.726 2.112 -0.296
C 0.165 2.764 2.500 -0.060
C -1.992 1.532 2.186 -0.048
H -5.031 0.196 1.400 0.072
H -3.980 -0.353 2.716 0.076
H -3.485 -0.597 1.060 0.074
H -4.918 2.502 0.808 0.111
H -4.642 4.719 -0.208 0.073
H -3.166 5.648 0.050 0.073
H -4.397 5.586 1.305 0.078
H -1.367 4.773 1.489 0.114
H 0.298 2.562 3.564 0.076
H 0.610 3.735 2.281 0.075
H 0.711 1.979 1.964 0.045
H -1.485 0.635 2.514 0.097
O -2.176 2.849 -3.084 -0.206
C -1.749 3.879 -3.931 -0.208
C -0.241 4.031 -4.010 -0.256
C 0.340 4.672 -5.102 -0.028
C 1.716 4.788 -5.156 -0.072
C 2.478 4.254 -4.128 -0.063
C 1.813 3.635 -3.083 -0.128
N 0.487 3.537 -3.014 0.071
H -1.768 2.004 -3.364 -0.024
H -2.179 4.807 -3.542 0.128
H -2.135 3.750 -4.952 0.123
H -0.287 5.049 -5.900 0.111
H 2.192 5.274 -5.998 0.103
H 3.557 4.298 -4.134 0.101
H 2.371 3.190 -2.265 0.110
C -5.680 -0.190 -2.624 -0.004
C -4.449 -0.666 -3.308 -0.361
N -3.247 -0.162 -3.138 0.172
C -2.411 -0.900 -3.940 -0.135
C -3.124 -1.867 -4.593 -0.088
N -4.423 -1.701 -4.183 0.171
C -2.806 -2.968 -5.538 -0.500
O -1.540 -3.124 -5.838 0.115
O -3.710 -3.660 -5.974 0.063
C -0.950 -0.595 -4.034 -0.583
O -0.226 -1.417 -4.640 0.030
O -0.579 0.467 -3.475 -0.377
H -5.396 0.591 -1.922 0.076
H -6.173 -0.992 -2.074 0.079
H -6.398 0.225 -3.334 0.077
H -5.175 -2.291 -4.505 0.164
H -0.967 -2.425 -5.344 0.033
C 2.798 -2.506 -1.715 -0.055
C 3.460 -1.152 -1.943 -0.348
C 2.504 -0.241 -2.709 -0.057
C 4.027 -0.378 -0.758 -0.111
C 5.053 0.510 -1.096 -0.062
C 5.637 1.346 -0.169 -0.091
C 5.198 1.306 1.146 -0.048
C 4.186 0.440 1.532 -0.121
C 3.772 0.380 2.988 -0.366
C 3.760 1.749 3.665 -0.071
C 4.668 -0.584 3.765 -0.056
C 3.589 -0.405 0.572 -0.119
N 2.566 -1.290 1.010 -0.029
B 1.130 -0.961 1.218 -0.313
N 0.735 -2.258 1.859 0.002
C 1.794 -3.158 1.938 -0.143
C 2.901 -2.565 1.463 -0.124
C -0.545 -2.592 2.387 -0.114
C -0.846 -2.314 3.735 -0.112
C -2.126 -2.602 4.209 -0.055
C -3.085 -3.187 3.408 -0.102
C -2.760 -3.504 2.103 -0.054
C -1.503 -3.222 1.571 -0.116
C -1.287 -3.636 0.121 -0.350
C -1.202 -2.448 -0.833 -0.069
C -0.115 -4.593 -0.096 -0.053
C 0.103 -1.700 4.761 -0.356
C 1.456 -2.380 4.941 -0.059
C 0.292 -0.204 4.550 -0.074
H 2.530 -2.923 -2.687 0.086
H 1.890 -2.415 -1.127 0.053
H 3.454 -3.212 -1.203 0.078
H 4.328 -1.336 -2.590 0.127
H 1.625 -0.048 -2.100 0.019
H 2.146 -0.710 -3.625 0.076
H 2.962 0.719 -2.956 0.071
H 5.391 0.532 -2.126 0.109
H 6.436 2.014 -0.463 0.093
H 5.653 1.956 1.881 0.100
H 2.751 -0.009 3.007 0.094
H 4.768 2.126 3.851 0.067
H 3.261 1.678 4.634 0.072
H 3.229 2.487 3.065 0.075
H 5.708 -0.246 3.733 0.079
H 4.622 -1.590 3.348 0.065
H 4.361 -0.638 4.811 0.073
H 1.686 -4.150 2.346 0.121
H 3.895 -2.972 1.375 0.117
H -2.356 -2.374 5.244 0.104
H -4.068 -3.413 3.800 0.096
H -3.495 -3.982 1.465 0.106
H -2.192 -4.197 -0.137 0.118
H -0.405 -1.781 -0.502 0.008
H -2.135 -1.880 -0.848 0.069
H -0.993 -2.785 -1.850 0.086
H 0.846 -4.086 -0.017 0.049
H -0.185 -5.022 -1.097 0.080
H -0.126 -5.411 0.625 0.081
H -0.429 -1.826 5.712 0.116
H 2.148 -2.138 4.140 0.050
H 1.363 -3.465 4.984 0.081
H 1.898 -2.041 5.882 0.077
H 0.625 -0.006 3.528 0.030
H 1.044 0.183 5.242 0.077
H -0.637 0.341 4.723 0.078
```

ΔE to the lowest compared entry with this formula, charge and spin in kcal/mol: 6.2
HOMO energy in eV: -2.883
Total charge: -1



No. 3
Density functional theory data (ωB97M-V/def2-TZVPD) for a 4-piece molecular cluster, C47H60BN2O10 overall in a non-equilibrium geometry.

The geometry in XYZ format:
```
120
Properties=species:S:1:pos:R:3:lowdin_charge:R:1
C 6.611 5.264 0.395 -0.108
C 7.066 4.166 -0.536 -0.160
C 6.146 3.923 -1.888 -0.088
B 4.858 2.977 -1.423 -0.999
N 5.292 2.177 -0.206 0.204
C 4.365 2.293 0.817 -0.073
O 3.210 2.249 1.525 -0.081
O 3.596 3.759 -1.219 -0.035
C 2.524 3.188 -2.100 -0.141
C 1.004 3.440 -1.548 -0.095
C 0.352 4.920 -1.724 0.000
C -1.173 5.384 -1.262 -0.040
C -1.977 4.118 -0.518 -0.069
C -1.134 2.729 -0.402 -0.130
N 0.229 2.359 -0.877 0.051
C 2.994 1.665 -2.558 -0.267
C 2.898 1.472 -4.182 -0.113
C 1.563 2.108 -4.888 -0.202
C 0.133 1.609 -4.268 -0.205
C -0.865 0.871 -5.373 -0.196
C -2.089 0.109 -4.528 -0.209
C -3.582 0.713 -4.866 -0.216
C -4.533 0.908 -3.504 -0.211
C -6.073 0.372 -3.710 -0.229
C -7.046 0.686 -2.393 -0.205
C -7.600 -0.720 -1.681 -0.231
C -8.891 -0.486 -0.698 -0.233
C -8.526 0.017 0.820 -0.263
C -6.936 0.312 1.091 -0.154
C 2.771 0.408 -1.540 -0.102
C 1.953 -0.872 -2.135 -0.205
C 2.539 -2.212 -1.323 -0.165
C 4.009 -2.681 -1.968 -0.215
O 4.629 -3.802 -1.243 -0.285
C 5.711 -3.361 -0.348 -0.130
O 4.469 1.901 -2.394 -0.082
H 6.028 5.015 1.400 0.050
H 6.857 6.389 0.134 0.035
H 8.000 3.517 -0.252 0.092
H 6.762 3.392 -2.752 0.097
H 5.699 4.953 -2.285 0.117
H 2.586 3.918 -3.015 0.144
H 1.026 5.747 -2.249 0.098
H -1.628 6.452 -1.409 0.074
H -3.073 4.274 -0.086 0.077
H -1.717 1.854 0.167 0.093
H 3.060 0.365 -4.559 0.114
H 3.822 2.082 -4.632 0.139
H 1.645 3.293 -4.958 0.110
H 1.581 1.740 -6.023 0.107
H -0.452 2.599 -3.948 0.116
H 0.203 0.957 -3.300 0.080
H -0.310 0.133 -6.092 0.102
H -1.413 1.692 -6.032 0.102
H -2.139 -1.050 -4.787 0.111
H -1.950 0.206 -3.356 0.098
H -4.177 -0.060 -5.551 0.107
H -3.538 1.711 -5.482 0.101
H -4.053 0.230 -2.654 0.116
H -4.600 2.036 -3.191 0.112
H -6.071 -0.804 -3.825 0.106
H -6.635 0.835 -4.631 0.109
H -6.482 1.386 -1.637 0.090
H -8.033 1.276 -2.709 0.111
H -6.736 -1.335 -1.177 0.105
H -7.984 -1.383 -2.594 0.111
H -9.443 -1.537 -0.595 0.106
H -9.691 0.264 -1.151 0.109
H -9.103 1.039 0.999 0.104
H -8.972 -0.730 1.638 0.107
H -6.224 -0.576 0.802 0.076
H -6.612 1.330 0.564 0.078
H -6.814 0.507 2.262 0.073
H 2.244 0.699 -0.509 0.123
H 3.845 0.000 -1.213 0.124
H 0.778 -0.835 -1.969 0.106
H 2.116 -1.106 -3.268 0.095
H 2.584 -2.051 -0.165 0.120
H 1.790 -3.090 -1.628 0.112
H 3.895 -3.020 -3.101 0.132
H 4.798 -1.804 -1.979 0.119
H 6.345 -4.336 -0.081 0.090
H 5.276 -2.946 0.675 0.112
H 6.472 -2.606 -0.831 0.101
C 5.628 -8.655 -0.697 0.020
C 5.270 -7.488 -0.153 0.030
C 5.325 -7.274 1.306 -0.379
O 4.996 -6.207 1.805 0.106
C 5.791 -8.399 2.141 0.021
C 6.148 -9.567 1.597 0.015
C 6.094 -9.780 0.137 -0.390
O 6.423 -10.848 -0.362 0.088
H 5.593 -8.829 -1.766 0.122
H 4.927 -6.653 -0.752 0.118
H 5.826 -8.226 3.210 0.121
H 6.492 -10.402 2.196 0.119
C -5.312 2.549 4.768 0.020
C -4.748 2.208 5.931 0.024
C -3.286 2.056 6.058 -0.365
O -2.769 1.741 7.122 0.075
C -2.470 2.297 4.851 0.034
C -3.033 2.638 3.688 0.034
C -4.496 2.790 3.561 -0.381
O -5.012 3.104 2.497 0.088
H -6.383 2.664 4.657 0.121
H -5.333 2.028 6.825 0.122
H -1.398 2.181 4.962 0.130
H -2.448 2.817 2.794 0.116
C 0.958 -2.613 8.474 0.018
C 0.746 -1.611 9.333 0.017
C -0.218 -0.534 9.031 -0.376
O -0.412 0.384 9.816 0.101
C -0.939 -0.609 7.745 0.028
C -0.727 -1.610 6.886 0.026
C 0.237 -2.687 7.188 -0.387
O 0.431 -3.605 6.403 0.096
H 1.662 -3.410 8.680 0.120
H 1.266 -1.542 10.281 0.119
H -1.643 0.189 7.539 0.079
H -1.247 -1.679 5.938 0.121
```

HOMO energy in eV: -3.828
Total charge: -1



No. 4
Density functional theory data (ωB97M-V/def2-TZVPD) for C47H62AsCsN8O8S2 as an isolated structure in a non-equilibrium geometry.

The geometry in XYZ format:
```
129
Properties=species:S:1:pos:R:3:lowdin_charge:R:1
Cs 0.308 0.874 1.112 1.381
C -0.404 4.659 -1.463 -0.036
C -1.823 4.528 -1.002 -0.242
C -2.392 5.475 -0.167 -0.063
C -3.675 5.318 0.323 -0.099
C -4.396 4.186 -0.006 -0.061
C -3.850 3.205 -0.818 -0.204
C -4.603 1.946 -1.132 -0.022
C -2.561 3.389 -1.337 -0.228
N -2.016 2.375 -2.109 0.201
C -1.999 2.346 -3.366 -0.272
C -2.548 3.444 -4.256 -0.011
C -1.519 1.119 -4.047 -0.271
C -2.366 0.663 -5.217 -0.008
N -0.474 0.532 -3.652 0.189
C -0.052 -0.694 -4.158 -0.212
C -0.737 -1.869 -3.818 -0.219
C -1.958 -1.852 -2.952 -0.025
C -0.262 -3.077 -4.304 -0.055
C 0.859 -3.141 -5.106 -0.089
C 1.532 -1.978 -5.430 -0.063
C 1.097 -0.753 -4.954 -0.219
C 1.816 0.513 -5.317 -0.043
H 0.002 5.626 -1.172 0.080
H -0.322 4.552 -2.544 0.073
H 0.176 3.862 -0.994 0.063
H -1.804 6.339 0.114 0.106
H -4.099 6.061 0.985 0.097
H -5.394 4.050 0.390 0.107
H -5.581 1.956 -0.656 0.075
H -4.045 1.078 -0.778 0.091
H -4.741 1.832 -2.209 0.071
H -2.651 4.364 -3.684 0.077
H -3.535 3.173 -4.631 0.083
H -1.883 3.617 -5.100 0.081
H -3.412 0.591 -4.926 0.086
H -2.024 -0.312 -5.562 0.081
H -2.279 1.377 -6.036 0.077
H -2.866 -1.743 -3.550 0.085
H -1.925 -1.038 -2.231 0.079
H -2.024 -2.791 -2.412 0.076
H -0.780 -3.984 -4.033 0.115
H 1.210 -4.093 -5.476 0.096
H 2.413 -2.023 -6.056 0.098
H 2.727 0.288 -5.869 0.072
H 2.070 1.055 -4.408 0.047
H 1.189 1.163 -5.932 0.075
C 8.066 -3.147 3.231 -0.066
C 6.668 -2.666 2.959 -0.290
C 6.404 -1.322 2.725 -0.044
C 5.112 -0.891 2.480 -0.066
C 4.059 -1.786 2.481 -0.243
C 4.308 -3.126 2.734 -0.061
C 5.603 -3.558 2.969 -0.047
S 2.417 -1.251 1.909 0.417
O 2.430 0.209 2.003 -0.760
O 1.466 -1.926 2.785 -0.357
N 2.295 -1.632 0.411 -0.231
C 2.269 -3.052 0.172 -0.228
C 1.725 -3.340 -1.254 -0.647
O 2.502 -3.759 -2.104 -0.002
O 0.483 -3.158 -1.415 -0.043
H 8.789 -2.360 3.033 0.066
H 8.312 -4.007 2.610 0.073
H 8.164 -3.450 4.274 0.074
H 7.218 -0.608 2.733 0.105
H 4.885 0.148 2.305 0.089
H 3.475 -3.810 2.773 0.110
H 5.792 -4.605 3.166 0.107
H 1.628 -3.561 0.915 0.101
H 3.286 -3.479 0.255 0.104
N 1.274 7.786 4.735 0.074
C 0.719 6.576 4.303 -0.335
C 1.140 5.986 3.114 -0.036
C 0.503 4.856 2.627 -0.055
C -0.548 4.299 3.329 -0.268
C -0.968 4.871 4.513 -0.076
C -0.335 5.994 5.009 -0.035
S -1.525 2.963 2.596 0.545
O -2.894 3.404 2.722 -0.299
O -1.030 2.858 1.229 -0.709
N -1.341 1.526 3.237 -0.216
C -0.739 1.199 4.356 -0.513
N -0.223 2.155 5.168 0.112
C 0.447 1.747 6.223 -0.169
C 0.664 0.414 6.525 -0.088
C 0.017 -0.491 5.684 -0.165
N -0.696 -0.124 4.654 0.128
H 2.209 7.961 4.397 0.077
H 1.175 7.961 5.724 0.076
H 1.957 6.430 2.558 0.104
H 0.789 4.414 1.685 0.099
H -1.800 4.422 5.029 0.112
H -0.663 6.443 5.938 0.102
H 0.804 2.542 6.877 0.099
H 1.249 0.105 7.378 0.076
H 0.051 -1.559 5.877 0.104
N -1.041 -2.637 0.569 0.099
C -1.980 -3.752 0.730 -0.094
C -3.420 -3.214 0.262 -0.718
O -4.323 -4.044 0.210 -0.044
O -3.418 -2.001 -0.001 -0.055
H -0.310 -2.813 -0.293 0.073
H -0.515 -2.404 1.412 0.099
H -1.711 -1.860 0.308 0.104
H -2.058 -4.097 1.763 0.111
H -1.711 -4.597 0.094 0.111
C 4.249 3.748 0.660 -0.178
C 4.506 2.376 0.047 -0.439
As 2.866 1.550 -0.756 1.183
C 3.789 0.167 -1.830 -0.419
C 4.802 -0.645 -1.038 -0.174
C 2.666 2.946 -2.229 -0.440
C 3.819 3.258 -3.177 -0.180
H 5.127 4.115 1.200 0.062
H 3.415 3.685 1.362 0.056
H 4.000 4.477 -0.113 0.053
H 4.825 1.691 0.834 0.033
H 5.313 2.434 -0.695 0.059
H 4.276 0.613 -2.704 0.050
H 3.008 -0.514 -2.174 0.055
H 5.641 -0.038 -0.695 0.054
H 5.192 -1.464 -1.642 0.074
H 4.294 -1.075 -0.178 0.024
H 2.375 3.869 -1.715 0.030
H 1.791 2.629 -2.806 0.033
H 4.732 3.489 -2.628 0.051
H 3.580 4.121 -3.806 0.062
H 4.024 2.419 -3.840 0.042
```

ΔE to the lowest compared entry with this formula, charge and spin in kcal/mol: 20.7
HOMO energy in eV: -3.430
Total charge: -2